Entry 1:
Density functional theory data (ωB97M-V/def2-TZVPD) for a molecular structure, C44H58N11O5P in a non-equilibrium geometry.

Each line ends with the Löwdin charge.
Positions of all 119 atoms, in Å:
O -0.4830 0.1697 -2.8636  0.1183
H -1.3782 -0.3313 -2.6983  0.1194
H 0.2353 -0.3982 -2.3657  0.0900
H -0.3967 0.7687 -2.0401  0.0579
P 0.1711 -0.3596 0.0328  0.0574
O -1.0749 -1.1630 0.0822  -0.2809
O -0.2157 1.0063 -0.5850  -0.2666
O 0.8868 -0.9532 -1.0798  -0.2706
O 0.8433 -0.2406 1.2854  -0.2487
N 1.2115 1.9833 2.9492  -0.0057
C 2.1924 2.5024 3.6647  -0.1673
C 1.5608 3.2808 4.5630  -0.0887
C 0.2466 3.5491 3.9673  -0.1345
C -0.0514 2.5824 3.1706  -0.1442
H 1.3632 0.9611 2.3929  0.1740
H 3.0584 2.1168 3.7176  0.0491
H 1.8542 3.7089 5.5205  0.0795
H -0.5121 4.2770 4.3113  0.1026
H -0.8458 2.3302 2.5881  0.0661
N -1.8834 -3.4872 0.7011  -0.0594
C -2.3182 -3.7841 1.9784  -0.1797
C -2.8270 -5.0815 1.8934  -0.0741
C -2.4252 -5.5466 0.4782  -0.0836
C -1.9538 -4.4598 -0.2139  -0.1847
H -1.3616 -2.4372 0.3623  0.0964
H -2.2699 -3.2042 2.8379  0.0743
H -3.0283 -5.5715 2.9689  0.1118
H -2.6066 -6.4170 0.1769  -0.0236
H -1.6224 -4.1920 -1.2193  0.0888
N 0.5115 -1.4223 3.4713  -0.0055
C 0.3970 -2.8417 3.5854  -0.1435
C -0.0709 -3.0603 4.8080  -0.1348
C -0.0835 -1.7352 5.5348  -0.0872
C 0.4330 -0.7563 4.6452  -0.1462
H 0.7875 -0.9710 2.5177  0.0594
H 0.3489 -3.4429 2.6593  0.0895
H -0.3041 -4.0569 4.9930  0.0590
H -0.4287 -1.5902 6.6145  0.0814
H 0.5336 0.2730 4.7923  0.0740
N -2.9415 -0.6124 1.7253  -0.0414
C -4.2921 -1.0209 1.4094  -0.1419
C -5.1328 -0.5322 2.4558  -0.0935
C -4.1538 0.0164 3.4803  -0.1320
C -2.8983 0.0253 2.9124  -0.2061
H -1.9375 -0.7176 1.1954  0.1052
H -4.2299 -1.7845 0.6727  0.0760
H -6.2129 -0.7197 2.4494  0.0644
H -4.3905 0.5662 4.5481  0.1181
H -1.7885 0.2701 3.1785  0.1262
N 2.0304 -3.2643 -0.5276  0.0175
C 1.5589 -4.3796 0.2083  -0.1655
C 2.4951 -5.3510 0.3017  -0.0772
C 3.6688 -4.7229 -0.4987  -0.1204
C 3.3791 -3.4534 -0.7723  -0.1828
H 1.5207 -2.4728 -0.8984  0.0556
H 0.4719 -4.1748 0.7220  0.1299
H 2.3295 -6.3333 0.7862  0.0826
H 4.6490 -5.0646 -0.4978  0.0444
H 3.9529 -2.6779 -1.4850  0.1539
N -1.9914 3.0005 -2.8378  -0.0108
C -1.3504 4.0691 -3.3939  -0.1829
C -1.6801 4.2203 -4.7334  -0.0857
C -2.6623 3.0504 -4.8939  -0.1405
C -2.8035 2.3585 -3.7309  -0.1779
H -1.7583 2.6287 -1.8428  0.1231
H -0.7690 4.7423 -2.6485  0.1346
H -1.3132 4.8740 -5.5844  0.0880
H -3.3706 2.7460 -5.8391  0.1162
H -3.3442 1.5438 -3.2761  0.0820
N -1.9332 2.5452 0.0319  -0.0460
C -3.2585 2.2387 -0.0132  -0.1675
C -3.9942 3.4384 0.3547  -0.0746
C -2.9513 4.5820 0.3686  -0.0917
C -1.7687 3.9634 0.0848  -0.1741
H -1.2140 1.7893 -0.1713  0.0043
H -3.6801 1.0657 -0.1683  0.1375
H -5.1098 3.5673 0.2367  0.0717
H -3.0521 5.6405 0.5958  0.0728
H -0.7561 4.4302 0.0712  0.1020
N 2.7854 -0.6218 -2.7240  -0.0411
C 3.6781 0.4622 -2.7252  -0.1733
C 4.5794 0.4113 -3.7531  -0.0662
C 4.1718 -0.9317 -4.4153  -0.1029
C 3.0613 -1.3367 -3.7450  -0.2971
H 2.0168 -0.8501 -1.8646  0.0988
H 3.5704 1.2480 -1.8000  0.1341
H 5.4167 1.0320 -3.8831  0.0521
H 4.4450 -1.3209 -5.3584  0.0426
H 2.0884 -2.1092 -3.8873  0.1729
N -2.3662 -1.7765 -2.1602  -0.0718
C -1.9440 -2.5786 -3.1861  -0.1723
C -2.8403 -2.2972 -4.2357  -0.0771
C -3.8793 -1.3174 -3.6926  -0.0998
C -3.5220 -1.0287 -2.4159  -0.1672
H -1.7440 -1.8315 -1.1538  0.1571
H -1.0868 -3.3020 -3.3126  0.1349
H -2.7095 -2.6831 -5.2810  0.0862
H -4.7173 -0.8141 -4.1903  0.0885
H -3.9916 -0.2417 -1.7302  0.1169
N 1.3728 2.8460 -0.9266  -0.0002
C 1.7562 3.8169 0.0790  -0.1434
C 2.5522 4.8398 -0.5578  -0.0636
C 2.5841 4.3548 -2.0098  -0.1817
C 1.8827 3.2477 -2.1823  -0.2457
H 0.7290 1.8860 -0.6434  0.0661
H 1.3261 3.7601 0.9472  0.0130
H 3.0561 5.6526 -0.0337  0.0603
H 3.2154 4.8443 -2.9148  0.1176
H 1.8391 2.5894 -3.1905  0.1539
N 3.3259 0.1144 1.1813  0.0508
C 4.0736 1.2460 0.8838  -0.1782
C 5.3324 0.9569 1.0322  -0.1248
C 5.5312 -0.4941 1.5465  -0.0334
C 4.1744 -0.9616 1.6763  -0.0471
H 2.4099 -0.0076 1.2612  -0.0346
H 3.5606 2.1677 0.4970  0.1102
H 6.1374 1.5784 0.9747  0.0441
H 6.5435 -0.8588 1.6414  0.0564
H 3.7740 -1.7873 2.0784  0.0519

Summary:
**Net charge**: -2
**Kohn-Sham gap**: 8.0 eV

Entry 2:
Density functional theory data (ωB97M-V/def2-TZVPD) for a molecular structure, C44H59IrN5O4SSbSi3.

Each line ends with the Löwdin charge.
Positions of all 118 atoms, in Å:
Ir 1.0098 0.1127 0.1688  1.4471
C -1.0409 2.8700 -0.3835  -0.2931
Sb -0.5502 2.4064 1.6469  1.5282
C 1.5572 1.7495 1.3139  -0.5631
C 2.1533 1.0695 2.5035  -0.4444
C 2.7577 1.6575 3.6119  -0.0376
C 3.3042 0.8399 4.5841  -0.0276
C 3.2450 -0.5399 4.4339  -0.0331
C 2.6391 -1.0519 3.3012  -0.1174
N 2.1104 -0.2620 2.3693  0.0149
Si 2.6011 3.3177 0.8119  0.4609
C 4.4045 2.9235 1.1210  -0.1419
C 2.1094 4.7830 1.8832  -0.1838
C 2.4073 3.8366 -0.9636  -0.1565
C -2.0357 0.8759 2.1683  -0.5452
C -1.7388 -0.5473 1.8086  -0.3776
C -2.7457 -1.5103 1.9527  -0.0485
C -2.4656 -2.8543 1.8605  -0.0168
C -1.1548 -3.2525 1.6369  -0.0281
C -0.2213 -2.2710 1.4187  -0.1342
N -0.5009 -0.9538 1.4627  -0.0214
Si -2.1317 0.9364 4.1098  0.4319
C -3.2122 -0.4151 4.8161  -0.1548
C -2.7633 2.5984 4.6866  -0.1756
C -0.4249 0.6830 4.8167  -0.1657
Si -3.6961 1.5173 1.3962  0.4541
C -3.7838 3.3955 1.4844  -0.1869
C -5.2510 0.9997 2.3118  -0.1691
C -3.8132 0.8614 -0.3495  -0.1475
H -0.4196 3.7040 -0.6997  0.0138
H -2.0829 3.1662 -0.4573  0.0057
H -0.8672 2.0151 -1.0275  -0.0411
H 2.7891 2.7332 3.7123  0.1031
H 3.7736 1.2735 5.4573  0.1213
H 3.6634 -1.2053 5.1754  0.1143
H 2.5808 -2.1201 3.1260  0.1214
H 4.7152 3.1926 2.1314  0.0372
H 5.0109 3.5068 0.4237  0.0481
H 4.6430 1.8739 0.9560  0.0222
H 2.5562 4.7470 2.8782  0.0282
H 1.0340 4.9168 2.0089  -0.0020
H 2.4891 5.6875 1.4003  0.0434
H 2.7628 3.0769 -1.6560  0.0138
H 3.0517 4.7128 -1.0865  0.0547
H 1.4049 4.1334 -1.2652  0.0153
H -3.7469 -1.1878 2.1887  0.0868
H -3.2551 -3.5836 1.9876  0.1237
H -0.8662 -4.2912 1.5971  0.1118
H 0.7987 -2.5263 1.1671  0.1051
H -4.2273 -0.4388 4.4227  0.0240
H -3.2822 -0.2346 5.8926  0.0495
H -2.7672 -1.4021 4.6832  0.0397
H -3.8297 2.7376 4.5092  0.0247
H -2.2292 3.4396 4.2395  0.0247
H -2.6057 2.6549 5.7671  0.0475
H 0.1063 -0.1386 4.3334  0.0270
H -0.5126 0.4401 5.8788  0.0508
H 0.1861 1.5833 4.7426  0.0253
H -4.0371 3.7148 2.4947  0.0272
H -4.6147 3.6973 0.8395  0.0532
H -2.9194 3.9767 1.1649  0.0007
H -5.2627 1.3175 3.3549  0.0257
H -5.4858 -0.0637 2.2731  0.0327
H -6.0762 1.5190 1.8144  0.0500
H -2.8506 0.7883 -0.8531  -0.0021
H -4.4720 1.4983 -0.9452  0.0482
H -4.2484 -0.1407 -0.3447  0.0452
C -1.2798 4.4268 -4.4051  -0.0776
C 0.1079 4.4599 -4.4710  -0.0716
C 0.8642 3.4288 -3.9417  -0.0334
C 0.2200 2.3434 -3.3353  -0.2772
C -1.1791 2.2958 -3.2899  -0.0629
C -1.9168 3.3387 -3.8166  -0.0732
N 0.9170 1.2744 -2.7963  0.0941
N 2.1633 1.1236 -2.9137  0.0986
C 3.0975 0.6083 -2.0516  -0.2973
C 4.3722 0.4618 -2.6348  -0.0123
C 5.4156 -0.1021 -1.9402  -0.0637
C 5.1920 -0.5617 -0.6484  -0.0709
C 3.9421 -0.4093 -0.0637  -0.1286
C 2.8728 0.2042 -0.7151  -0.2203
H -1.8619 5.2357 -4.8250  0.1053
H 0.6061 5.2936 -4.9485  0.1093
H 1.9434 3.4388 -4.0099  0.1099
H -1.6591 1.4458 -2.8236  0.0927
H -2.9979 3.2999 -3.7789  0.1082
H 4.4912 0.7856 -3.6603  0.1200
H 6.3829 -0.2146 -2.4099  0.1125
H 5.9817 -1.0516 -0.0945  0.1106
H 3.8095 -0.7945 0.9338  0.0786
C -2.6776 -7.3597 -1.8793  -0.0457
C -1.5021 -6.5818 -2.4012  -0.2684
C -1.4443 -6.1804 -3.7318  -0.0276
C -0.3364 -5.5086 -4.2277  -0.0531
C 0.7182 -5.2134 -3.3774  -0.2894
C 0.6847 -5.6046 -2.0453  -0.0529
C -0.4197 -6.2902 -1.5709  -0.0405
S 2.0993 -4.2880 -3.9828  0.6214
O 3.2526 -4.6569 -3.2171  -0.2833
O 2.0568 -4.3980 -5.4088  -0.2774
N 1.8217 -2.7233 -3.6035  -0.1197
C 0.6095 -2.0482 -4.0423  -0.1895
C -0.5367 -1.9635 -3.0164  -0.0550
C -0.1524 -1.2831 -1.7341  -0.6094
O -0.8404 -0.3451 -1.2452  -0.0899
O 0.9072 -1.6265 -1.1107  -0.1364
H -3.5687 -7.1839 -2.4801  0.0787
H -2.9017 -7.0945 -0.8457  0.0758
H -2.4681 -8.4309 -1.9041  0.0906
H -2.2686 -6.4126 -4.3952  0.1178
H -0.2767 -5.2256 -5.2701  0.1162
H 1.5326 -5.3932 -1.4062  0.1154
H -0.4394 -6.6315 -0.5428  0.1118
H 2.1407 -2.4945 -2.6701  0.0923
H 0.2538 -2.5612 -4.9362  0.1196
H 0.8716 -1.0372 -4.3510  0.1094
H -0.9252 -2.9573 -2.7776  0.1227
H -1.3516 -1.3876 -3.4544  0.1277

Summary:
**Net charge**: +1
**Spin multiplicity**: 6
**Kohn-Sham gap (alpha / beta)**: 6.6 / 5.9 eV

Asked for total energy across the records above, the calculation gives -3030.89896; -3897.76428 a.u. in order.
Asked for energy above the lowest of the compared OMol25 structures with the same formula, charge and spin across the records above, the calculation gives 2.7035; 0.0000 eV in order.
Asked for molecular weight across the records above, the calculation gives 852.0; 1152.3 g mol⁻¹ in order.